Computed, not measured: C43H54BFN5O3PtSi as an isolated structure, with ωB97M-V/def2-TZVPD.

```
109
C43H54BFN5O3PtSi ωB97M-V/def2-TZVPD
Pt -0.542 0.807 0.575
C -2.499 0.503 3.660
C -1.009 0.368 3.697
C -0.306 0.021 4.831
C 1.083 -0.099 4.774
C 1.789 0.134 3.611
C 1.038 0.509 2.500
N -0.301 0.610 2.581
N 1.377 0.780 1.201
Si 2.984 1.504 0.815
C 3.471 2.559 2.279
C 4.238 0.138 0.653
C 2.862 2.518 -0.725
H -2.821 1.289 4.347
H -2.975 -0.427 3.975
H -2.852 0.755 2.663
H -0.838 -0.167 5.753
H 1.620 -0.397 5.666
H 2.859 0.009 3.549
H 3.854 1.974 3.117
H 2.633 3.161 2.636
H 4.271 3.239 1.967
H 4.289 -0.497 1.542
H 5.227 0.592 0.518
H 4.051 -0.501 -0.210
H 1.871 2.459 -1.164
H 3.567 2.175 -1.488
H 3.072 3.570 -0.509
C -1.331 3.628 -4.222
C -0.548 3.310 -2.942
C 0.184 4.571 -2.472
C 0.390 2.134 -3.165
C 1.378 2.277 -4.132
C 2.229 1.238 -4.450
C 2.049 0.011 -3.842
C 1.061 -0.201 -2.879
C 0.897 -1.652 -2.426
C -0.541 -2.175 -2.391
C 1.657 -1.959 -1.145
C 0.277 0.904 -2.479
N -0.724 0.779 -1.450
C -2.032 0.800 -1.910
C -2.407 0.631 -3.255
C -3.732 0.693 -3.647
C -4.755 0.926 -2.732
C -4.427 1.091 -1.395
C -3.103 1.014 -1.052
F -2.777 1.135 0.309
H -2.082 4.396 -4.022
H -1.843 2.750 -4.617
H -0.668 4.011 -5.002
H -1.265 3.043 -2.171
H 0.942 4.885 -3.193
H 0.683 4.433 -1.512
H -0.524 5.395 -2.362
H 1.474 3.223 -4.652
H 2.998 1.368 -5.202
H 2.667 -0.829 -4.141
H 1.396 -2.235 -3.204
H -1.098 -1.819 -1.525
H -0.528 -3.268 -2.358
H -1.091 -1.882 -3.287
H 1.295 -1.380 -0.303
H 2.712 -1.721 -1.269
H 1.582 -3.022 -0.891
H -1.631 0.466 -3.991
H -3.972 0.560 -4.694
H -5.787 0.979 -3.048
H -5.171 1.279 -0.631
O -1.463 3.588 0.161
B -0.492 2.801 0.730
O 0.370 3.521 1.528
C -0.079 4.833 1.434
C 0.441 5.963 2.019
C -0.223 7.156 1.743
C -1.347 7.192 0.924
C -1.861 6.038 0.338
C -1.190 4.871 0.617
H 1.314 5.925 2.658
H 0.145 8.077 2.178
H -1.835 8.140 0.738
H -2.733 6.053 -0.303
C -0.214 -7.427 0.030
C 0.460 -6.070 0.150
N 0.748 -5.684 1.530
C 1.741 -6.481 2.262
C 1.111 -7.396 3.301
C 0.323 -4.544 2.120
O 0.757 -4.134 3.188
C -0.759 -3.733 1.455
C -1.995 -4.228 1.071
C -2.961 -3.339 0.625
C -2.653 -1.994 0.547
N -1.452 -1.508 0.892
C -0.548 -2.368 1.363
H -0.432 -7.643 -1.016
H -1.151 -7.454 0.590
H 0.425 -8.226 0.407
H -0.156 -5.301 -0.308
H 1.404 -6.075 -0.403
H 2.428 -5.793 2.749
H 2.307 -7.049 1.522
H 0.607 -6.804 4.065
H 1.880 -7.994 3.791
H 0.386 -8.075 2.851
H -2.207 -5.289 1.137
H -3.948 -3.679 0.338
H -3.394 -1.287 0.204
H 0.395 -1.958 1.710
```

Properties
LUMO = -3.4 eV
Net charge = +1
Gap between HOMO and LUMO = 6.6 eV
Total energy = -73578.278 eV
HOMO level = -10.050 eV

These are the Mulliken partial charges, in e, on atoms 1 to 6: Pt 1.7610; C -1.3325; C 0.6873; C -0.9529; C -0.9095; C -0.7142

Computed, not measured: one molecule with the formula C18H24F3N3O5S, with ωB97M-V/def2-TZVPD.

```
54
C18H24F3N3O5S ωB97M-V/def2-TZVPD
C 4.070 -0.456 2.438
C 4.087 -0.773 0.951
H 4.501 0.053 0.371
H 4.647 -1.692 0.755
O 2.751 -0.930 0.450
C 2.189 -2.102 0.555
O 2.668 -3.097 1.030
C 0.735 -2.096 -0.017
N 0.003 -0.942 0.417
C -0.005 0.303 -0.140
C -1.078 1.178 -0.029
C -0.810 2.437 -0.663
C 0.431 2.497 -1.200
S 1.330 1.017 -0.972
C 0.992 3.691 -1.908
N 0.264 4.898 -1.557
C 0.646 5.421 -0.261
H 0.041 6.301 -0.047
H 1.692 5.725 -0.304
H 0.526 4.702 0.560
C -1.164 4.676 -1.691
C -1.736 3.612 -0.739
H -1.874 4.025 0.264
H -2.716 3.291 -1.092
H -1.340 4.365 -2.724
H -1.674 5.629 -1.532
H 0.916 3.553 -2.994
H 2.049 3.825 -1.665
C -2.293 0.762 0.645
O -2.407 -0.287 1.263
O -3.307 1.635 0.545
C -4.518 1.241 1.170
H -5.237 2.028 0.956
H -4.860 0.286 0.767
H -4.374 1.135 2.247
H -0.931 -1.140 0.810
N 0.107 -3.279 0.495
C -1.143 -3.693 0.108
O -1.852 -3.019 -0.596
C -1.505 -5.056 0.651
C -0.768 -6.144 -0.133
H 0.309 -6.047 -0.021
H -1.066 -7.126 0.224
H -1.009 -6.070 -1.190
H -2.581 -5.185 0.540
H -1.246 -5.110 1.709
H 0.727 -3.907 0.992
C 0.856 -2.208 -1.586
F 2.040 -1.758 -2.038
F 0.793 -3.489 -1.969
F -0.082 -1.543 -2.246
H 3.462 0.425 2.626
H 5.084 -0.269 2.780
H 3.660 -1.295 2.996
```

Properties
LUMO = 0.6 eV
Gap between HOMO and LUMO = 8.2 eV
SMILES = CCOC(=O)[C@@](NC(=O)CC)(Nc1sc2c(c1C(=O)OC)CCN(C)C2)C(F)(F)F
Total energy = -52752.322 eV
HOMO level = -7.666 eV

These are the Mulliken partial charges, in e, on atoms 1 to 6: C -1.1455; C -0.3537; H 0.3377; H 0.3542; O -0.1344; C -0.1815

Computed, not measured: C25H26CoN3 as an isolated structure, with ωB97M-V/def2-TZVPD.

```
55
C25H26CoN3 ωB97M-V/def2-TZVPD
Co 0.039 -0.073 0.765
C -0.588 0.963 2.576
C -1.087 -0.362 2.551
C 0.042 -1.265 2.622
C 1.209 -0.513 2.555
C 0.821 0.888 2.457
C 1.776 2.042 2.487
C 2.615 -1.027 2.566
C -0.035 -2.752 2.782
C -2.520 -0.771 2.723
C -1.395 2.212 2.754
H 2.056 2.281 3.516
H 1.335 2.937 2.047
H 2.694 1.819 1.941
H 3.008 -1.077 3.584
H 3.280 -0.381 1.990
H 2.672 -2.032 2.141
H 0.163 -3.024 3.821
H 0.703 -3.270 2.165
H -1.023 -3.136 2.532
H -2.723 -1.004 3.771
H -2.768 -1.661 2.145
H -3.202 0.024 2.421
H -1.539 2.410 3.818
H -2.383 2.131 2.302
H -0.894 3.080 2.326
C -0.905 4.214 -0.555
C 0.390 4.607 -0.834
C 1.373 3.635 -0.957
C 1.018 2.311 -0.783
N -0.233 1.922 -0.474
C -1.167 2.861 -0.377
C 1.947 1.167 -1.019
C 3.094 1.189 -1.800
C 3.686 -0.023 -2.130
C 3.078 -1.219 -1.772
C 1.933 -1.156 -0.994
N 1.476 0.014 -0.560
C 0.965 -2.252 -0.734
C 1.186 -3.581 -1.034
C 0.134 -4.480 -0.916
C -1.103 -4.010 -0.512
C -1.235 -2.667 -0.194
N -0.228 -1.802 -0.284
H -1.705 4.936 -0.471
H 0.635 5.653 -0.962
H 2.398 3.902 -1.180
H -2.168 2.518 -0.147
H 3.489 2.119 -2.183
H 4.582 -0.036 -2.736
H 3.465 -2.164 -2.125
H 2.161 -3.905 -1.370
H 0.279 -5.525 -1.149
H -1.956 -4.669 -0.432
H -2.181 -2.265 0.143
```

Properties
LUMO (spin up / spin down) = -3.3 / -3.3 eV
Net charge = +1
Gap between HOMO and LUMO (spin up / spin down) = 6.5 / 7.4 eV
Total energy = -68440.320 eV
2S+1 = 2
HOMO level (spin up / spin down) = -9.777 / -10.729 eV

These are the Mulliken partial charges, in e, on atoms 1 to 6: Co 0.0520; C 0.0864; C 1.1799; C 0.2038; C 1.1182; C 0.0519

Question: What is the total energy in the third record?
Answer: -68440.320 eV

Question: Which formula does entry 1 have?
Answer: C43H54BFN5O3PtSi